{"formula": "C20H22BFN2O6W", "method": "the ωB97M-V functional and the def2-TZVPD basis", "charge": -2, "relative_energy_kcal_mol": 19.1, "total_energy_ha": -1528.284975, "homo_lumo_gap_ev": 5.42, "lumo_ev": 4.72, "elements": ["C", "H", "H", "W", "H", "C", "C", "H", "H", "H", "F", "C", "O", "H", "C", "H", "O", "B", "C", "C", "H", "H", "O", "O", "H", "O", "C", "C", "H", "H", "H", "C", "N", "C", "C", "C", "H", "C", "N", "H", "H", "C", "C", "C", "C", "H", "H", "O", "C", "H", "H", "C", "H"], "positions_angstrom": [[-0.374, 3.862, 0.949], [0.397, -3.638, -5.848], [1.115, 2.709, 1.042], [2.155, 0.337, -1.255], [1.235, -0.103, 3.325], [-2.112, -0.330, 2.530], [-2.247, 5.390, 0.897], [-1.961, 3.700, -2.024], [-3.386, 5.431, -0.929], [-2.173, -3.026, 1.913], [3.291, 0.625, 0.371], [0.458, -0.486, -2.323], [0.925, -1.923, 1.247], [-0.849, -3.774, 0.991], [-0.625, -0.574, 2.329], [0.436, -3.838, 3.076], [3.463, 0.746, -2.329], [0.860, -0.701, 0.542], [0.164, -2.815, 3.346], [0.359, -2.118, -4.308], [0.014, 1.164, 3.398], [-0.564, -1.667, -4.661], [0.647, 3.349, 1.653], [1.302, 2.103, -0.470], [2.490, -4.660, -4.987], [2.775, -1.641, -1.650], [-1.755, 4.036, -1.017], [0.890, -3.227, -4.973], [-1.569, -2.268, 0.419], [-0.923, 5.121, 2.579], [1.021, -2.354, 3.834], [2.185, -2.150, -2.701], [0.662, 0.878, -2.498], [-0.223, -2.048, 2.093], [2.063, -3.796, -4.485], [0.129, 2.398, -1.025], [-0.670, -2.855, 4.054], [-1.281, -2.825, 1.311], [-0.320, 1.772, -2.056], [-2.282, 0.738, 2.673], [-2.682, -0.648, 1.659], [-1.171, 4.830, 1.565], [0.980, -1.576, -3.201], [2.703, -3.274, -3.370], [-0.670, 3.455, -0.366], [-0.428, -0.746, -1.741], [-2.482, -0.862, 3.414], [-0.213, 0.040, 1.108], [-2.546, 4.995, -0.402], [3.621, -3.711, -2.993], [-2.854, 6.139, 1.394], [0.168, 0.085, 3.456], [-0.146, -0.271, 4.443]], "mulliken_charge": [0.22, 0.33, 0.42, 1.39, 0.42, -1.99, -0.28, 0.46, 0.36, 0.32, -0.74, 0.00, -0.75, 0.51, 1.53, 0.48, -0.77, 0.93, -1.93, -0.22, 0.43, 0.40, -0.73, -1.11, 0.33, -0.80, -0.46, -0.63, 0.29, 0.39, 0.36, 0.60, -0.19, 1.94, -0.32, 0.75, 0.31, -2.00, -0.77, 0.48, 0.39, -0.61, -0.40, -0.73, 0.60, 0.52, 0.32, -0.43, -0.64, 0.38, 0.34, -2.00, 0.33]}


{"formula": "C3H3O2Pb", "method": "the ωB97M-V functional and the def2-TZVPD basis", "charge": 1, "relative_energy_kcal_mol": 84.3, "total_energy_ha": -458.989944, "homo_lumo_gap_ev": 4.69, "lumo_ev": -7.18, "elements": ["H", "H", "Pb", "C", "C", "O", "H", "O", "C"], "positions_angstrom": [[0.247, -1.550, -0.219], [-0.850, -0.402, -1.035], [2.997, 0.900, -1.358], [0.405, 0.564, 0.429], [-1.707, -0.907, 0.489], [-0.114, 1.359, 1.194], [-2.223, 0.076, 0.508], [1.628, 0.630, 0.030], [-0.385, -0.670, -0.037]], "mulliken_charge": [0.31, 0.28, 1.22, 0.77, -0.50, -0.46, 0.20, -0.52, -0.30]}


{"formula": "C30H76N6O14", "method": "the ωB97M-V functional and the def2-TZVPD basis", "charge": -1, "total_energy_ha": -2570.268941, "homo_lumo_gap_ev": [1.48, 8.33], "spin_multiplicity": 2, "lumo_ev": [1.88, 1.84], "elements": ["O", "H", "C", "H", "C", "H", "C", "H", "C", "H", "H", "C", "N", "H", "H", "C", "O", "H", "H", "H", "H", "H", "O", "H", "H", "O", "H", "H", "H", "C", "C", "C", "H", "H", "C", "O", "H", "C", "H", "H", "H", "H", "H", "H", "O", "H", "H", "H", "H", "C", "C", "H", "C", "H", "H", "C", "H", "C", "O", "H", "H", "H", "C", "O", "C", "C", "H", "H", "N", "H", "H", "N", "C", "H", "N", "H", "H", "H", "H", "H", "H", "H", "H", "H", "H", "O", "H", "H", "N", "O", "C", "O", "O", "H", "C", "H", "H", "H", "H", "C", "H", "C", "H", "O", "C", "H", "C", "H", "H", "H", "N", "H", "C", "C", "H", "O", "H", "H", "H", "H", "H", "H", "C", "H", "C", "H"], "positions_angstrom": [[-3.040, -6.048, -1.238], [-2.953, 2.162, -6.584], [3.471, 2.413, 0.440], [6.611, 3.613, -0.432], [-1.103, 1.721, -5.475], [0.640, 4.239, -0.047], [-2.617, 1.450, -5.830], [-3.608, -6.692, -1.668], [5.891, 3.059, 0.170], [2.787, 5.816, -2.316], [0.066, 3.607, -4.969], [1.624, 3.937, 0.312], [3.774, -1.023, 2.221], [0.572, 1.826, -6.752], [3.780, 1.368, 0.456], [-1.558, 2.285, -2.136], [-5.767, -0.430, 1.972], [0.052, -0.321, 1.582], [1.392, 6.768, 0.594], [-1.555, 3.830, -4.552], [1.340, 1.807, 0.545], [-3.966, 1.197, -2.624], [-1.156, -1.679, 3.170], [1.051, -4.314, -0.932], [4.619, -1.496, 1.936], [2.962, 0.481, 3.492], [-0.545, -0.131, -1.629], [0.885, 0.300, -4.315], [-0.553, 2.703, -2.087], [2.351, 6.315, 0.338], [4.373, 2.537, -1.883], [-3.641, 1.741, -4.667], [-1.179, 3.833, -6.193], [5.399, 5.773, -0.559], [1.741, -5.473, 3.891], [4.785, 5.376, -1.182], [-1.797, 2.615, 4.865], [0.248, -5.048, -0.999], [0.424, -5.542, -1.955], [5.158, 2.873, -2.561], [2.726, 6.212, 1.356], [0.558, 2.428, 4.520], [0.098, 3.278, 3.146], [0.542, -4.812, 5.182], [0.529, 1.105, -3.929], [-4.384, 0.970, 1.812], [1.390, 1.153, 2.790], [-6.011, -0.869, 4.148], [-1.186, -1.149, -2.828], [-0.934, 3.300, -5.275], [-1.090, -1.895, 2.056], [4.583, 1.468, -1.903], [2.679, -4.683, 3.055], [-4.524, 1.367, 4.344], [1.565, 4.192, 1.370], [2.553, 4.996, -0.400], [0.083, 0.041, -6.440], [-1.504, 1.908, 4.089], [2.080, -3.823, 2.117], [-4.814, -5.718, 1.617], [5.026, 0.515, 4.470], [-2.164, -0.595, -1.473], [-3.245, 0.874, -3.375], [0.434, 1.230, 2.767], [-1.705, 1.014, -3.028], [4.437, 3.248, -0.427], [1.149, -6.521, 0.339], [-2.219, 3.094, -2.448], [4.063, 4.651, -0.281], [-1.722, -6.433, 0.541], [-1.650, 2.102, -1.065], [-0.311, -1.193, 1.225], [-0.022, 2.298, 3.607], [-1.600, -3.266, 0.537], [5.071, -0.096, 3.667], [1.182, -6.224, 3.335], [5.794, 3.290, 1.231], [-2.674, 0.469, -6.301], [-2.234, -3.518, 2.094], [2.277, -5.939, 4.719], [-1.566, -4.727, -1.508], [3.446, -5.162, 2.447], [2.166, 4.231, -2.465], [-6.228, 1.252, 3.793], [-2.180, 1.924, 3.234], [-2.790, -5.716, 1.801], [5.872, -0.654, 3.409], [6.180, 2.019, 0.022], [-1.798, -2.876, 1.448], [-5.488, -0.374, 4.784], [-3.906, -5.364, -0.382], [-1.628, 0.600, 4.646], [-0.990, -6.882, 0.113], [3.164, -4.026, 3.778], [-5.277, 0.726, 3.885], [-3.310, -4.454, -0.303], [-1.397, -0.051, 3.979], [-5.543, -1.358, 2.075], [-0.765, -1.240, 0.324], [0.176, -6.043, 0.224], [2.861, -1.230, 1.842], [-0.208, 1.071, -6.647], [3.568, 2.871, 1.424], [0.820, -4.520, 4.311], [-1.444, -0.277, -2.227], [-3.818, -0.430, 2.676], [3.918, -0.118, 3.102], [-3.490, -0.124, -3.740], [3.419, 2.697, -2.386], [0.144, -5.479, 1.156], [-0.815, 1.031, -4.222], [-4.834, -5.184, -0.925], [-4.671, 0.242, 2.570], [2.065, 5.135, -1.865], [-4.670, 1.560, -4.977], [-0.880, -4.182, -1.117], [1.958, 2.250, -1.045], [-4.108, -6.971, 0.934], [-0.831, 1.061, -7.541], [1.065, 5.544, -2.007], [-2.904, -5.738, 2.754], [3.106, 7.022, -0.004], [2.021, 2.476, 0.019], [1.425, -3.344, 2.630], [-3.943, -5.894, 0.986], [-3.681, 2.787, -4.365]], "mulliken_spin": [-0.43, 0.00, 0.00, 0.00, -0.02, 0.00, 0.01, 0.21, 0.00, 0.00, 0.00, 0.00, -0.02, 0.00, 0.01, 0.02, -0.20, 0.01, 0.00, 0.00, 0.00, 0.01, 0.06, 0.00, -0.01, -0.02, 0.02, 0.00, 0.00, 0.00, 0.01, 0.00, 0.00, 0.00, 0.13, 0.00, 0.00, 0.00, 0.00, 0.00, 0.00, 0.00, 0.00, 0.10, 0.01, -0.01, 0.00, 0.02, 0.01, 0.01, -0.27, 0.00, 0.00, 0.00, 0.00, 0.00, 0.00, -0.02, 0.01, 0.16, 0.00, 0.02, 0.04, 0.00, -0.16, -0.03, -0.02, 0.01, 0.00, 0.46, 0.00, 0.00, 0.01, -0.03, -0.01, 0.04, 0.00, 0.00, 0.06, -0.02, 0.03, -0.02, 0.00, 0.01, 0.00, -2.86, 0.00, 0.00, 0.35, -0.01, 0.49, -0.01, 0.14, 0.01, 0.05, 0.24, 0.00, 0.10, 0.00, -0.05, 0.00, 0.01, 0.00, -0.21, 0.08, 0.11, 0.09, -0.01, 0.00, 0.12, 0.03, -0.39, 0.03, 0.00, 0.00, 0.14, 0.00, -0.09, 0.00, 0.00, 1.25, 0.00, 0.00, 0.01, 1.21, 0.00]}


{"formula": "C6H8OS", "method": "the ωB97M-V functional and the def2-TZVPD basis", "charge": 0, "relative_energy_kcal_mol": 75.6, "total_energy_ha": -706.725707, "smiles": "O=C1[C@@H]2CSC[C@H]1C2", "homo_lumo_gap_ev": 9.49, "lumo_ev": 0.65, "elements": ["C", "H", "C", "C", "C", "C", "S", "H", "H", "H", "H", "H", "H", "H", "O", "C"], "positions_angstrom": [[0.554, 1.243, 0.270], [-0.679, 1.381, -1.896], [-0.777, 1.370, -0.761], [1.275, 0.071, -0.464], [0.030, 0.172, 1.323], [0.502, -1.070, 0.375], [-1.864, -0.152, -0.655], [-0.963, -2.296, 0.112], [0.554, 0.187, 2.238], [-1.122, 0.143, 1.540], [-1.184, 2.207, -0.340], [1.019, 2.111, 0.476], [0.034, -1.810, -1.316], [1.076, -1.882, 0.923], [2.096, -0.179, -1.404], [-0.553, -1.497, -0.420]], "mulliken_charge": [-0.18, 0.34, -0.73, 0.09, -0.95, 0.08, -0.17, 0.41, 0.34, 0.35, 0.44, 0.63, 0.33, 0.44, -0.61, -0.79]}


{"formula": "C2H8ClN2NaO12", "method": "the ωB97M-V functional and the def2-TZVPD basis", "charge": -2, "relative_energy_kcal_mol": 10.7, "total_energy_ha": -1715.381892, "homo_lumo_gap_ev": 4.56, "lumo_ev": 2.23, "elements": ["O", "O", "H", "N", "N", "H", "O", "O", "C", "H", "O", "O", "H", "C", "O", "O", "H", "O", "O", "H", "O", "Na", "H", "Cl", "H", "O"], "positions_angstrom": [[8.552, 13.541, 17.463], [7.758, 19.441, 22.104], [7.912, 17.547, 22.911], [7.865, 14.532, 17.717], [14.343, 14.937, 17.490], [9.200, 21.412, 14.500], [13.764, 13.925, 17.493], [13.402, 23.809, 19.743], [9.953, 20.879, 15.079], [10.973, 21.044, 14.730], [9.985, 21.194, 16.456], [8.408, 15.613, 17.970], [10.174, 22.120, 16.624], [7.234, 18.399, 22.874], [13.995, 15.954, 18.112], [6.703, 14.295, 18.059], [6.240, 18.180, 22.483], [14.333, 21.890, 20.451], [15.538, 23.008, 18.808], [9.719, 19.825, 14.932], [15.466, 14.983, 16.919], [10.914, 18.634, 19.703], [7.150, 18.863, 23.857], [14.710, 23.173, 19.993], [7.005, 19.906, 21.733], [15.537, 24.045, 20.818]], "mulliken_charge": [-0.61, -0.50, 0.20, 0.93, 0.99, 0.23, -0.63, -0.68, -0.50, 0.25, -0.50, -0.65, 0.30, -0.47, -0.68, -0.66, 0.25, -0.61, -0.64, 0.22, -0.68, 0.99, 0.22, 1.56, 0.30, -0.63]}